Entry 1:
The following is a quantum chemistry calculation of CH3FOS as an isolated structure at a distorted geometry, from the OMol25 dataset.

The geometry in XYZ format:
```
7
Properties=species:S:1:pos:R:3:forces:R:3
O 2.0962 -0.1164 -0.3022 -0.009 -0.305 0.093
F -2.2365 -0.3276 -0.0091 -3.890 -1.979 -0.523
H 0.0189 1.3047 -0.9318 0.252 0.161 0.021
H -1.7871 -0.6368 -0.7604 -0.187 -0.177 0.028
C 1.1529 -0.1659 0.4377 0.133 0.769 -0.227
S -0.3703 0.7174 0.2087 3.710 1.569 0.651
H 1.1260 -0.7754 1.3572 -0.009 -0.038 -0.042
```
Positions in Å, forces in eV/Å.

F_max in Eh/bohr: 0.0855
E_tot in eV: -16684.0388
Energy relative to the best compared isomer or geometry (same formula, charge and spin) in eV: 1.449
Lowest unoccupied orbital energy in Eh: 0.0209
HOMO in eV: -9.473

***

Entry 2:
The following is a quantum chemistry calculation of one molecule with the formula C3H6N2 at a distorted geometry, from the OMol25 dataset.

The geometry in XYZ format:
```
11
Properties=species:S:1:pos:R:3:forces:R:3
H -0.5768 -2.2909 -0.0762 0.200 0.211 0.569
C 0.4919 -0.7396 0.9801 -0.883 -2.553 0.591
N 0.4420 1.4232 -0.1971 -0.332 -0.361 0.723
H -0.9888 -0.0915 -0.5225 0.930 0.473 0.577
C 0.0632 -2.0698 0.7939 1.777 1.088 0.793
H -0.8733 1.6514 -1.7144 0.965 1.162 0.581
H 0.4313 -3.0412 1.3511 -0.651 2.515 -0.887
N -0.0639 2.1300 -1.2406 -1.223 -0.647 -0.885
H 1.1732 -0.4162 1.8324 -0.872 -0.547 -1.397
H -0.0035 3.1658 -1.2881 0.070 -1.575 0.575
C -0.0954 0.2788 0.0814 0.019 0.235 -1.238
```
Positions in Å, forces in eV/Å.

SMILES string: C=C/C=N/N
F_max in Eh/bohr: 0.0538
E_tot in eV: -6185.9461
Energy relative to the best compared isomer or geometry (same formula, charge and spin) in eV: 2.599
Lowest unoccupied orbital energy in Eh: 0.0341
HOMO in eV: -8.191

***

Entry 3:
The following is a quantum chemistry calculation of a 2-piece molecular cluster, C4H10OSSi overall at a distorted geometry, from the OMol25 dataset.

The geometry in XYZ format:
```
17
Properties=species:S:1:pos:R:3:forces:R:3
C -2.2179 1.6042 -0.2099 0.219 2.320 -0.511
Si -0.4459 -1.2013 -0.2608 1.417 1.507 -0.246
H -1.1619 1.4440 0.0356 0.091 1.058 0.049
C 3.4848 -1.2231 0.1326 1.063 -4.746 0.771
H 2.7148 -2.0838 0.0474 0.758 2.119 0.016
C 3.3883 0.0563 0.2958 -1.422 2.183 -0.416
C -2.8376 0.3069 0.1361 0.526 0.308 2.842
H -2.9793 0.3502 1.2903 -0.609 -0.417 -2.062
H 4.2474 0.7013 0.3944 0.485 -0.245 0.223
H -2.6958 2.5345 0.2718 0.900 -1.737 0.182
H -2.3325 1.9483 -1.2473 0.387 -0.846 -0.152
S 1.9663 1.0554 0.2256 -1.725 -0.810 0.090
O -2.0060 -0.8274 -0.0776 1.267 -0.287 -0.139
H 4.4782 -1.6789 0.3652 -0.654 0.400 -0.604
H -3.6482 0.1280 -0.4930 -2.017 -0.377 -0.209
H 0.2648 -0.7250 -1.5614 -0.892 -1.078 1.037
H -0.2196 -2.3897 0.6552 0.206 0.648 -0.871
```
Positions in Å, forces in eV/Å.

F_max in Eh/bohr: 0.0958
E_tot in eV: -25066.9069
Energy relative to the best compared isomer or geometry (same formula, charge and spin) in eV: 4.368
Lowest unoccupied orbital energy (spin up / spin down) in Eh: -0.0383 / -0.0383
HOMO (spin up / spin down) in eV: -7.282 / -7.282

***

Entry 4:
The following is a quantum chemistry calculation of one molecule with the formula C19H22N2O5 at a distorted geometry, from the OMol25 dataset.

The geometry in XYZ format:
```
48
Properties=species:S:1:pos:R:3:forces:R:3
O -1.1566 -1.1838 4.2812 0.050 0.034 -0.130
H 0.1621 2.9027 -2.5253 0.125 0.058 0.013
H 0.1378 -2.5961 1.7260 0.043 -0.095 0.123
O -0.8536 -0.2533 2.3316 -0.241 1.416 -0.732
H 2.1335 -1.6029 0.8847 -0.046 -0.022 -0.065
C 2.5157 -1.4924 1.8884 -0.065 -0.113 0.167
H -5.0776 -1.8278 -2.8790 0.080 -0.024 0.059
H 1.1804 1.2334 -1.1221 0.030 -0.026 0.005
C 3.7984 -1.0019 2.0749 0.359 0.128 -0.006
C -1.7125 2.6380 -3.5093 -0.292 -0.150 -0.051
C -1.8780 0.2333 -2.2063 -0.033 -0.006 -0.058
H 0.1294 -3.2147 3.4112 -0.083 0.093 -0.040
O -3.7367 2.3804 -4.5854 0.299 0.037 0.227
H 0.5936 -0.4402 -1.2308 0.050 0.041 0.065
C 0.3135 -2.3508 2.7721 -0.159 0.127 -0.023
O 5.5460 -0.3770 3.6644 -0.271 -0.105 0.202
N -0.5972 1.9026 0.8055 -0.084 0.174 0.345
H 1.6040 -1.9195 5.1014 -0.067 -0.027 0.115
H -5.3841 2.3346 -5.7044 0.018 -0.065 0.042
C -0.7635 1.0384 -2.0058 0.059 0.090 -0.162
C 4.3010 -0.8452 3.3604 -0.117 -0.034 0.079
H 3.8957 -1.0516 5.4426 0.048 0.012 0.126
C -2.8318 1.8397 -3.7239 0.158 0.161 -0.004
H -5.5624 1.4852 -4.1490 0.049 0.016 -0.097
H 6.0001 0.7840 2.0046 0.010 -0.043 0.012
C -0.6319 -1.2493 3.2021 0.068 -0.755 0.282
C 2.2226 -1.6698 4.2523 0.098 0.025 -0.125
O -4.0269 -0.1747 -3.2481 0.248 0.476 -0.132
C 1.7178 -1.8383 2.9659 0.108 -0.069 -0.167
H -1.9215 -0.7042 -1.6758 -0.076 -0.144 0.055
C 6.4092 -0.0315 2.6105 0.124 0.051 -0.170
H 6.6224 -0.8908 1.9658 -0.020 0.040 0.014
C 0.3017 0.5919 -1.0384 -0.167 -0.058 0.083
C -4.1227 -1.4038 -2.5715 -0.028 -0.219 0.126
H 4.3910 -0.7482 1.2097 0.090 0.028 -0.047
H -4.1206 -1.2694 -1.4853 0.021 -0.008 -0.041
N -0.2836 -0.4056 1.0350 0.197 -1.241 -0.066
H -0.7080 2.6543 0.1480 -0.064 -0.069 -0.019
H 7.3327 0.3009 3.0822 -0.044 -0.013 -0.084
H -1.0748 1.9638 1.6893 0.003 0.049 -0.036
C -0.2335 0.6796 0.3646 -0.023 0.317 0.388
H -1.6711 3.5785 -4.0352 -0.019 0.109 -0.082
C -4.8909 1.6777 -4.9879 -0.446 -0.142 -0.221
H -4.6400 0.7329 -5.4743 -0.036 0.074 0.030
H -3.3161 -2.0864 -2.8573 -0.019 0.031 0.028
C 3.4956 -1.1828 4.4497 0.201 0.085 -0.054
C -0.6917 2.2553 -2.6606 0.014 -0.161 0.051
C -2.9167 0.6052 -3.0482 -0.152 -0.084 -0.029
```
Positions in Å, forces in eV/Å.

SMILES string: COc1ccc(CC(=O)O/N=C(\N)Cc2ccc(OC)c(OC)c2)cc1
F_max in Eh/bohr: 0.0314
E_tot in eV: -33275.7673
Energy relative to the best compared isomer or geometry (same formula, charge and spin) in eV: 4.379
Lowest unoccupied orbital energy in Eh: 0.0223
HOMO in eV: -8.254

***

Entry 5:
The following is a quantum chemistry calculation of C15H28AgIInNO4 as an isolated structure, from the OMol25 dataset.

The geometry in XYZ format:
```
51
Properties=species:S:1:pos:R:3:forces:R:3
H 0.4590 4.1619 -0.9332 0.078 0.041 0.096
H -5.1073 3.5409 -0.2392 0.049 0.131 -0.122
C 1.1715 -1.1948 -2.2929 0.170 0.340 -0.242
C 2.4367 -1.8908 2.0936 -0.152 -0.173 -0.058
H 3.4085 -1.9659 2.5810 0.136 -0.009 -0.089
H 2.3846 -3.7737 1.0570 0.152 -0.167 0.011
O -3.1780 2.7996 -1.9773 0.115 0.190 0.159
H 2.0109 1.9642 1.7735 0.006 0.079 0.012
N 2.8750 1.7785 -2.0237 -0.736 0.303 -0.086
H 2.6417 -1.4948 1.1000 -0.057 0.164 -0.056
H 0.7760 -1.5440 3.4017 -0.068 0.022 0.066
C 1.9324 -3.3411 1.9600 0.098 0.211 -0.075
H -1.7595 4.3715 -0.0089 -0.226 -0.084 0.004
H 2.1228 -0.4871 3.6993 0.086 0.163 -0.045
H -0.6224 3.2807 -1.9833 -0.178 0.091 -0.016
H -5.2485 1.8935 -0.7867 -0.109 0.044 -0.075
H 2.7865 0.5561 1.1397 0.068 -0.088 -0.021
C 0.0993 -0.2757 -1.7473 0.181 -0.075 -0.134
C -0.1854 3.2822 -0.9876 0.428 -0.387 -0.171
H -0.3892 -3.8316 0.0664 0.034 -0.150 -0.038
In 1.0853 1.4964 -0.7801 -0.474 0.397 0.414
H 0.4697 -3.2278 -2.6541 -0.658 0.558 0.295
C 3.6622 0.9178 -1.7889 0.281 0.172 -0.064
C 0.8470 0.1565 2.0874 0.483 0.327 -0.152
H -0.3730 -1.9949 -3.6162 -0.044 -0.084 -0.150
C -1.2484 3.4043 0.0730 0.323 0.519 -0.517
C -4.7024 2.0629 1.2990 -0.301 0.084 -0.044
H 0.3397 0.8122 2.7963 -0.258 -0.045 -0.019
C -3.2953 2.5967 -0.7960 -0.068 0.055 -0.557
H 2.2619 -3.9229 2.8170 -0.113 -0.119 0.071
O -2.2533 2.3613 0.0249 -0.121 0.155 0.604
C 0.5873 -2.2677 -3.1960 0.138 0.181 0.124
C 1.5362 -0.9395 2.9000 -0.122 -0.401 0.107
H 1.8600 -0.5992 -2.8969 0.041 0.018 -0.011
Ag 1.2871 -4.9088 -2.8343 0.538 -0.103 -0.561
C 1.8102 1.0290 1.2493 -0.091 0.006 -0.065
O 4.4667 0.0792 -1.5717 0.561 -0.738 0.113
H -0.4651 0.1362 -2.5878 -0.119 0.082 0.038
H -4.6450 2.8879 2.0055 0.202 0.034 0.049
H 1.7898 -1.6453 -1.5152 0.063 -0.086 0.041
H -0.6004 -0.7721 -1.0744 -0.036 -0.051 0.095
H -0.9427 -2.4347 0.9795 -0.019 0.107 -0.043
O 0.5290 -3.5179 1.8897 -0.004 0.114 0.045
H 0.0749 -0.2749 1.4493 -0.129 -0.187 0.039
C -0.0562 -3.0094 0.7169 -0.111 -0.169 0.028
I 1.8878 -2.7126 -4.9244 -0.097 -0.677 0.436
H 0.6214 -2.3767 0.1474 0.053 0.188 0.051
H -3.8978 1.3664 1.5081 0.077 -0.038 0.032
C -4.6616 2.5531 -0.1489 0.089 -0.663 0.336
H -5.6478 1.5579 1.4932 -0.054 -0.024 0.013
H -0.8127 3.3755 1.0698 -0.105 -0.257 0.132
```
Positions in Å, forces in eV/Å.

F_max in Eh/bohr: 0.0182
E_tot in eV: -42957.8790
Energy relative to the best compared isomer or geometry (same formula, charge and spin) in eV: 0.000
Lowest unoccupied orbital energy in Eh: -0.1333
HOMO in eV: -7.417

***

Entry 6:
The following is a quantum chemistry calculation of a 3-piece molecular cluster, C4H12NS2 overall at a distorted geometry, from the OMol25 dataset.

The geometry in XYZ format:
```
19
Properties=species:S:1:pos:R:3:forces:R:3
H -0.7513 0.3013 -1.2064 -1.398 -0.440 -0.050
H 3.3811 -1.8619 -1.3297 -0.317 0.576 0.849
H 0.2318 1.8468 0.6093 -1.630 -0.141 0.510
S -3.3241 -0.4295 -1.0287 3.798 -2.624 -1.774
C -1.7225 0.3393 -0.6083 0.939 3.318 -0.250
C -1.3023 0.1885 0.8411 -2.941 0.049 0.200
H -0.4194 -1.3430 1.8556 0.827 -0.757 2.646
H -0.1165 -1.5034 0.2788 -0.849 -0.180 0.127
H -2.3390 0.3465 1.3241 1.611 -1.252 0.155
N -0.8363 -1.2400 0.9909 0.517 2.674 -2.336
H 0.1366 1.3788 2.2207 -1.481 -0.245 -0.282
H 3.4689 -0.4035 -2.1464 -0.963 0.088 1.306
C 3.3180 -0.7754 -1.0621 -0.357 0.518 -0.900
H 4.1830 -0.3643 -0.5167 -0.620 -0.543 0.141
C -0.5689 1.4772 1.3451 2.388 -0.194 -0.638
H -2.0437 1.4039 -0.8247 0.883 -0.590 0.615
S 1.6721 -0.2209 -0.3439 1.918 -0.759 -1.275
H -1.5681 -1.3341 -1.8814 -3.324 0.561 0.857
H -1.3996 2.1937 1.4828 0.998 -0.059 0.100
```
Positions in Å, forces in eV/Å.

F_max in Eh/bohr: 0.0962
E_tot in eV: -27486.7426
Energy relative to the best compared isomer or geometry (same formula, charge and spin) in eV: 10.240
Total charge: +1
Lowest unoccupied orbital energy in Eh: -0.3354
HOMO in eV: -12.843

***

Q: Which formula does entry 4 have?
A: C19H22N2O5

***

Q: Which of these has the highest E_tot?
A: C3H6N2